Entry 1:
282
Properties=species:S:1:pos:R:3 method="wB97M-V/def2-TZVPD" homo_lumo_gap_ev=1.9 charge=+6 homo_energy_ev=-9.87
C -2.550 1.379 13.964
N -2.787 2.036 12.559
C -4.132 2.762 12.784
C -1.642 3.009 12.176
C -2.851 0.951 11.422
C -3.656 1.424 10.147
O -3.061 2.469 9.499
H -2.367 2.175 14.686
H -1.620 0.810 13.932
H -3.468 0.840 14.196
H -4.931 2.032 12.915
H -4.251 3.421 11.923
H -4.118 3.340 13.708
H -1.704 3.386 11.155
H -0.720 2.454 12.351
H -1.721 3.846 12.869
H -3.410 0.129 11.870
H -1.791 0.706 11.357
H -4.657 1.624 10.529
H -3.688 0.658 9.372
H -3.461 2.734 8.668
C -2.061 9.202 -6.035
N -2.972 9.240 -4.757
C -2.928 10.738 -4.324
C -4.434 8.851 -5.047
C -2.439 8.286 -3.672
C -2.820 8.701 -2.235
O -1.879 9.613 -1.753
H -2.106 8.149 -6.314
H -1.089 9.576 -5.711
H -2.560 9.853 -6.753
H -3.263 11.291 -5.202
H -1.881 10.788 -4.025
H -3.690 10.794 -3.547
H -4.748 9.562 -5.812
H -4.943 9.235 -4.163
H -4.515 7.806 -5.344
H -1.377 8.345 -3.912
H -2.768 7.253 -3.787
H -2.832 7.886 -1.511
H -3.817 9.141 -2.217
H -1.019 9.192 -1.684
C 0.989 -2.997 -8.422
C 2.364 -2.688 -9.090
C 3.329 -3.933 -9.245
O 2.826 -4.903 -10.259
C 3.787 -5.669 -10.934
N 2.184 -2.003 -10.359
H 3.096 -1.863 -10.769
H 1.809 -2.511 -11.147
H 1.723 -1.104 -10.354
H 0.204 -2.245 -8.493
H 1.183 -3.267 -7.384
H 0.604 -3.873 -8.944
H 2.937 -1.966 -8.507
H 3.372 -4.479 -8.303
H 4.322 -3.585 -9.531
H 4.638 -5.007 -11.097
H 3.318 -6.036 -11.847
H 4.024 -6.458 -10.221
C 9.126 5.709 -4.475
C 9.035 6.518 -5.722
C 9.939 7.796 -5.742
O 10.258 8.085 -7.133
C 11.195 9.083 -7.547
N 9.417 5.507 -6.801
H 8.789 4.735 -6.632
H 9.290 5.792 -7.762
H 10.342 5.128 -6.658
H 10.073 5.183 -4.355
H 8.337 4.958 -4.441
H 9.041 6.295 -3.560
H 8.009 6.866 -5.841
H 10.889 7.536 -5.276
H 9.526 8.605 -5.139
H 10.864 9.445 -8.520
H 12.167 8.595 -7.612
H 11.304 9.819 -6.749
C -2.816 -8.195 -12.965
C -2.884 -7.599 -11.590
C -4.268 -6.977 -11.058
O -4.061 -6.342 -9.822
C -4.990 -5.409 -9.391
N -2.427 -8.610 -10.511
H -1.531 -9.019 -10.734
H -2.210 -8.125 -9.652
H -3.021 -9.400 -10.305
H -1.859 -8.697 -13.112
H -2.977 -7.474 -13.766
H -3.626 -8.911 -13.106
H -2.164 -6.781 -11.576
H -5.121 -7.646 -11.166
H -4.581 -6.226 -11.783
H -4.783 -4.883 -8.458
H -5.900 -5.977 -9.200
H -5.265 -4.658 -10.132
C -6.209 -12.496 2.410
C -5.493 -11.240 1.989
C -4.061 -11.028 2.472
O -3.537 -9.727 2.149
C -2.211 -9.473 2.487
N -5.594 -11.115 0.418
H -5.263 -11.987 0.029
H -6.547 -10.935 0.133
H -4.971 -10.385 0.104
H -6.630 -12.442 3.414
H -5.516 -13.328 2.285
H -7.085 -12.757 1.815
H -6.089 -10.427 2.403
H -3.430 -11.790 2.013
H -4.065 -11.138 3.556
H -1.619 -10.112 1.833
H -2.100 -9.662 3.555
H -2.056 -8.430 2.208
C -8.458 1.092 -3.922
C -8.387 2.259 -4.937
C -7.565 1.884 -6.232
O -7.504 3.042 -7.093
C -6.517 2.912 -8.142
N -9.783 2.697 -5.419
H -10.295 1.917 -5.806
H -10.346 3.041 -4.654
H -9.729 3.424 -6.119
H -8.959 0.190 -4.275
H -8.930 1.401 -2.990
H -7.447 0.784 -3.655
H -8.146 3.201 -4.446
H -7.994 1.116 -6.874
H -6.585 1.469 -6.000
H -6.594 3.783 -8.792
H -6.688 1.985 -8.688
H -5.499 2.821 -7.763
C -10.473 -1.808 4.345
C -10.095 -3.325 4.149
C -8.631 -3.563 4.034
O -7.884 -3.298 5.206
C -6.535 -3.782 4.982
N -10.593 -4.230 5.260
H -10.520 -5.213 5.041
H -10.009 -4.078 6.070
H -11.507 -3.912 5.552
H -10.040 -1.386 5.252
H -11.546 -1.664 4.478
H -10.174 -1.262 3.450
H -10.570 -3.509 3.186
H -8.214 -2.990 3.206
H -8.515 -4.636 3.881
H -5.992 -3.077 4.352
H -6.515 -4.804 4.604
H -6.059 -3.723 5.961
C 5.073 1.973 8.243
C 5.469 0.560 8.466
C 6.568 0.490 9.518
N 7.273 -0.913 9.568
C 7.626 -1.438 8.126
C 6.473 -2.009 10.234
C 7.518 -2.805 11.080
C 8.908 -2.114 10.880
C 8.528 -0.727 10.406
H 4.705 2.408 9.172
H 4.289 2.091 7.495
H 5.846 2.648 7.875
H 5.790 0.126 7.519
H 4.611 0.037 8.887
H 6.348 0.740 10.556
H 7.337 1.224 9.281
H 6.727 -1.779 7.612
H 8.461 -2.137 8.082
H 8.052 -0.562 7.637
H 6.019 -2.615 9.449
H 5.756 -1.372 10.752
H 7.284 -3.850 10.878
H 7.349 -2.698 12.151
H 9.525 -2.642 10.153
H 9.501 -2.025 11.790
H 9.279 -0.133 9.886
H 8.255 -0.119 11.269
C -2.120 -2.848 -0.650
C -1.489 -1.510 -0.310
C 0.018 -1.585 0.030
N 0.549 -0.309 0.669
C -0.211 0.077 1.971
C 2.085 -0.476 1.037
C 2.666 0.942 0.798
C 1.603 1.941 0.273
C 0.588 0.938 -0.276
H -1.507 -3.503 -1.269
H -3.156 -2.807 -0.985
H -2.271 -3.362 0.300
H -2.100 -1.006 0.439
H -1.499 -0.825 -1.158
H 0.716 -1.683 -0.801
H 0.204 -2.219 0.897
H -1.240 0.387 1.791
H 0.297 0.977 2.318
H -0.043 -0.714 2.702
H 2.129 -0.890 2.044
H 2.449 -1.095 0.217
H 3.043 1.273 1.765
H 3.496 0.887 0.093
H 1.225 2.596 1.057
H 2.016 2.580 -0.507
H -0.401 1.384 -0.376
H 0.903 0.637 -1.275
C -1.889 9.931 5.585
C -2.591 11.309 5.496
C -4.125 11.239 5.373
N -4.893 12.565 5.121
C -4.674 13.447 6.321
C -6.407 12.428 4.843
C -6.798 13.699 4.057
C -5.570 14.067 3.196
C -4.379 13.236 3.807
H -0.805 10.034 5.550
H -2.070 9.422 4.638
H -2.138 9.220 6.373
H -2.184 11.765 4.594
H -2.229 11.869 6.358
H -4.521 10.793 6.285
H -4.406 10.605 4.531
H -3.602 13.489 6.514
H -5.031 13.058 7.274
H -5.052 14.392 5.931
H -6.897 12.264 5.803
H -6.461 11.512 4.254
H -6.982 14.481 4.793
H -7.709 13.603 3.465
H -5.316 15.125 3.250
H -5.681 13.851 2.134
H -3.471 13.770 4.087
H -4.231 12.472 3.044
C 7.779 -6.719 -0.222
C 7.272 -7.406 -1.463
C 8.522 -8.174 -2.129
N 8.078 -9.186 -3.217
C 7.447 -10.410 -2.539
C 7.316 -8.607 -4.399
C 8.293 -8.435 -5.588
C 9.673 -8.616 -5.013
C 9.382 -9.688 -3.987
H 8.122 -7.469 0.492
H 6.981 -6.198 0.306
H 8.607 -6.055 -0.469
H 6.799 -6.671 -2.114
H 6.525 -8.144 -1.169
H 8.927 -8.776 -1.315
H 9.122 -7.399 -2.605
H 7.067 -11.089 -3.303
H 6.617 -10.033 -1.941
H 8.252 -10.844 -1.946
H 6.391 -9.140 -4.617
H 7.059 -7.655 -3.935
H 8.169 -9.218 -6.337
H 8.194 -7.493 -6.128
H 10.292 -8.924 -5.856
H 9.974 -7.721 -4.470
H 9.243 -10.691 -4.389
H 10.158 -9.845 -3.239
N 1.829 -5.542 7.440
O 1.677 -6.164 8.442
O 2.803 -5.804 6.742
O 1.062 -4.638 7.159
N 10.953 3.936 3.816
O 10.085 3.671 3.048
O 11.896 4.581 3.467
O 10.871 3.554 4.944
N 0.660 3.618 -7.143
O 1.526 4.346 -6.657
O 0.667 3.445 -8.355
O -0.121 3.077 -6.343
N -6.094 3.995 1.819
O -5.755 3.666 2.911
O -7.072 4.717 1.644
O -5.394 3.696 0.860
N 7.092 -1.804 -4.677
O 7.531 -0.850 -5.326
O 5.976 -1.682 -4.248
O 7.908 -2.668 -4.404
N 0.014 -9.592 -4.361
O 0.593 -10.377 -3.608
O -1.233 -9.536 -4.337
O 0.534 -8.946 -5.236

Entry 2:
13
Properties=species:S:1:pos:R:3 method="wB97M-V/def2-TZVPD" e_above_lowest_kcal_mol=49.3 homo_lumo_gap_ev=10.2 charge=+1 homo_energy_ev=-14.54
C -1.180 -0.443 -0.006
C -0.785 0.857 -0.123
C -2.574 0.045 0.130
C 0.268 1.815 -0.285
N -0.629 -1.772 -0.030
O -3.600 -0.446 0.347
O -2.084 1.364 -0.050
H -0.105 2.345 -1.084
H 1.361 1.457 -0.130
H 0.235 2.540 0.458
H 0.320 -1.542 -0.361
H -1.160 -2.543 -0.601
H -0.390 -2.061 0.942

Entry 3:
113
Properties=species:S:1:pos:R:3 method="wB97M-V/def2-TZVPD" multiplicity=2 homo_lumo_gap_ev="5.8 / 4.1" charge=+3 homo_energy_ev="-15.16 / -15.15"
Tc -0.471 0.321 0.859
C -2.722 -5.644 3.743
C -2.440 -4.233 3.387
C -2.404 -3.223 4.358
C -2.029 -1.939 4.034
C -2.000 -0.900 5.123
O -2.942 -0.766 5.857
C -0.756 -0.107 5.224
C 0.457 -0.576 4.721
C 1.605 0.177 4.885
C 1.548 1.392 5.556
C 0.345 1.849 6.072
C -0.808 1.108 5.906
C -1.695 -1.570 2.705
O -1.209 -0.392 2.462
C -1.910 -2.556 1.683
C -2.235 -3.862 2.067
C -1.850 -2.248 0.281
N -1.419 -1.104 -0.188
C -1.554 -0.855 -1.616
C -2.971 -0.448 -2.002
Te -3.001 0.332 -4.052
C -4.621 -0.971 -4.556
C -4.330 -2.152 -5.226
C -5.350 -3.050 -5.479
C -6.650 -2.758 -5.095
C -6.933 -1.558 -4.457
C -5.920 -0.658 -4.177
C -2.311 -3.299 -0.666
C -1.361 -4.015 -1.394
C -1.765 -4.948 -2.331
C -3.114 -5.161 -2.563
C -4.061 -4.466 -1.829
C -3.665 -3.543 -0.875
H -2.521 -5.837 4.793
H -2.131 -6.320 3.128
H -3.772 -5.873 3.554
H -2.648 -3.454 5.384
H 0.519 -1.545 4.249
H 2.550 -0.212 4.535
H 2.451 1.962 5.710
H 0.315 2.767 6.636
H -1.753 1.438 6.307
H -2.320 -4.615 1.297
H -1.267 -1.739 -2.190
H -0.865 -0.038 -1.856
H -3.352 0.316 -1.327
H -3.650 -1.299 -1.970
H -3.319 -2.365 -5.544
H -5.127 -3.973 -5.991
H -7.445 -3.455 -5.312
H -7.950 -1.310 -4.194
H -6.144 0.285 -3.699
H -0.310 -3.847 -1.207
H -1.026 -5.508 -2.882
H -3.424 -5.871 -3.312
H -5.112 -4.641 -2.003
H -4.402 -3.006 -0.296
C -1.750 1.996 0.494
C -1.155 3.103 -0.369
C -0.382 2.670 -1.618
Sb 1.751 2.187 -1.205
C 2.598 0.241 -1.698
C 1.973 -0.883 -2.213
C 2.712 -2.034 -2.450
C 4.070 -2.066 -2.184
C 4.697 -0.939 -1.680
C 3.961 0.205 -1.427
C 2.594 3.328 -2.836
C 2.731 4.699 -2.742
C 3.160 5.410 -3.851
C 3.447 4.750 -5.033
C 3.304 3.375 -5.111
C 2.881 2.653 -4.008
Sb 1.522 2.017 1.695
C 3.240 0.762 1.962
C 3.053 -0.582 1.647
C 4.065 -1.500 1.858
C 5.268 -1.078 2.404
C 5.448 0.253 2.747
C 4.439 1.180 2.525
C 2.296 4.028 1.832
C 1.619 4.967 2.594
C 2.082 6.272 2.630
C 3.216 6.629 1.920
C 3.894 5.681 1.170
C 3.433 4.378 1.116
H -2.673 1.637 0.043
H -2.022 2.421 1.463
H -0.523 3.769 0.240
H -1.994 3.719 -0.714
H -0.294 3.524 -2.294
H -0.904 1.882 -2.163
H 0.927 -0.872 -2.472
H 2.222 -2.903 -2.866
H 4.635 -2.962 -2.390
H 5.759 -0.947 -1.493
H 4.454 1.087 -1.033
H 2.508 5.220 -1.818
H 3.262 6.482 -3.789
H 3.786 5.300 -5.895
H 3.514 2.857 -6.033
H 2.773 1.579 -4.070
H 2.098 -0.919 1.232
H 3.914 -2.541 1.614
H 6.060 -1.791 2.568
H 6.374 0.566 3.209
H 4.590 2.218 2.796
H 0.738 4.683 3.157
H 1.551 7.008 3.211
H 3.569 7.647 1.949
H 4.782 5.955 0.622
H 3.969 3.640 0.522

Entry 4:
39
Properties=species:S:1:pos:R:3 method="wB97M-V/def2-TZVPD" e_above_lowest_kcal_mol=6.8 homo_lumo_gap_ev=5.7 charge=+1 homo_energy_ev=-12.21
F -0.356 -4.272 -1.643
C 0.688 -3.372 -1.702
C 1.385 -3.245 -2.902
C 2.448 -2.335 -2.915
F 3.142 -2.156 -4.091
C 2.839 -1.619 -1.797
C 2.149 -1.810 -0.561
C 2.741 -1.204 0.584
C 2.070 -0.758 1.761
C 2.672 0.340 2.446
C 2.196 0.715 3.688
F 2.815 1.752 4.351
C 1.119 0.076 4.317
C 0.513 -0.963 3.606
F -0.540 -1.628 4.197
C 0.934 -1.382 2.352
C 1.003 -2.658 -0.551
H 1.130 -3.842 -3.776
H 3.678 -0.921 -1.830
H 3.751 -0.801 0.435
H 3.518 0.852 1.979
H 0.792 0.351 5.315
H 0.424 -2.215 1.877
H 0.402 -2.800 0.339
C 7.991 -4.687 2.365
C 6.620 -4.136 2.077
C 6.015 -4.402 0.842
C 4.715 -3.951 0.583
C 3.993 -3.276 1.578
C 4.629 -2.937 2.780
C 5.929 -3.386 3.040
H 8.322 -4.401 3.370
H 8.014 -5.784 2.299
H 8.721 -4.307 1.639
H 6.551 -4.988 0.089
H 4.252 -4.139 -0.385
H 2.911 -3.188 1.493
H 4.098 -2.337 3.520
H 6.399 -3.178 4.007

Let's list total energy in order: -151193.3002; -9820.4624; -87005.4919; -31844.6212 eV.
Let's list max |F| in order: 5.7; 3.9; 3.1; 1.9 eV/A.